Density functional theory data (wB97M-V/def2-TZVPD) for a gas-phase ion, C3H7F2N2O (charge +1) in a non-equilibrium geometry.

Summary:
LUMO: -3.72 eV
Gap between HOMO and LUMO: 0.421 Eh
SMILES: CC(F)(F)C(=[NH2+])NO
HOMO: -15.2 eV
ΔE to the lowest compared entry with this formula, charge and spin: 51.0 kJ/mol
Total charge: +1
Calculated total energy: -502.66340 hartree

```
15
Properties=species:S:1:pos:R:3:forces:R:3
C -0.527998 0.252827 -0.246343 -1.445 0.211 -0.662
C 2.000093 -0.591829 0.034109 -0.155 -0.217 -0.530
C 0.828596 0.324371 0.450962 1.356 0.505 -1.498
N -1.359943 -0.564613 0.339386 0.201 -1.861 2.576
N -0.788350 1.059998 -1.261065 3.094 0.903 0.350
O -2.719818 -0.719260 0.094888 -0.584 -0.775 0.803
F 0.600473 0.160419 1.724867 -0.533 -0.407 2.462
F 1.128812 1.654415 0.282079 0.666 -0.186 0.022
H 2.722871 -0.645126 0.938645 -1.285 -0.052 -1.656
H 2.478467 -0.021471 -0.811780 -0.186 -1.061 0.719
H 1.609824 -1.644511 -0.320519 0.958 2.108 0.809
H -0.994467 -1.076265 1.212603 -0.735 1.115 -1.899
H -0.197096 1.857547 -1.575865 0.507 -1.408 1.120
H -1.613474 1.288746 -1.674730 -3.649 -0.586 -0.808
H -3.167990 -1.335247 0.812762 1.790 1.710 -1.807
```
Positions in Å, forces in eV/Å.

These are the Löwdin partial charges, in e, on atoms 1 to 8: atom 1 (C): -0.183, atom 2 (C): 0.050, atom 3 (C): -0.556, atom 4 (N): 0.058, atom 5 (N): 0.271, atom 6 (O): 0.042, atom 7 (F): 0.138, atom 8 (F): 0.090

Density functional theory data (wB97M-V/def2-TZVPD) for a molecular structure, C25H40F18N3O4S2 in a non-equilibrium geometry.

Summary:
LUMO: 2.32 eV
Gap between HOMO and LUMO: 0.311 Eh
HOMO: -6.1 eV
Total charge: -1
Calculated total energy: -4035.84135 hartree

```
92
Properties=species:S:1:pos:R:3:forces:R:3
C -2.825173 -5.801249 -4.818538 0.776 0.092 -0.011
C -1.302725 -5.770432 -4.618955 -0.755 0.609 -1.010
F -0.893865 -6.677984 -3.676739 0.211 -0.403 0.411
C -0.742582 -4.390769 -4.337951 0.323 -0.407 0.677
S -1.122129 -3.651461 -2.737742 0.505 0.617 -0.185
O -1.280761 -4.677916 -1.738775 -0.342 -0.167 -0.196
O 0.011072 -2.771525 -2.505937 -0.198 0.117 -0.293
N -2.421300 -2.729429 -2.999868 0.017 -0.874 0.594
S -3.808701 -3.211304 -2.351471 -0.925 0.106 -0.877
O -4.844521 -2.393158 -2.948790 0.180 0.288 0.092
O -4.071600 -4.629509 -2.415664 0.264 -0.011 0.331
C -3.819141 -2.743380 -0.613842 0.619 0.441 0.510
C -2.490686 -2.204658 -0.068761 -0.280 -0.078 0.223
C -2.266463 -2.630063 1.361698 0.246 0.486 -0.540
F -3.199515 -2.026992 2.153200 -0.213 -0.051 0.221
F -2.378538 -3.958667 1.546926 -0.007 -0.266 0.159
C -0.893674 -2.178797 1.923218 -0.355 -0.235 0.375
F -0.954274 -2.200812 3.274740 0.075 -0.008 0.024
F -0.674892 -0.899889 1.564927 -0.010 0.208 -0.119
C 0.293480 -3.087009 1.502649 0.083 -0.592 -0.018
F 0.106656 -3.621112 0.281022 0.180 0.254 0.613
F 0.349449 -4.107085 2.395237 0.021 0.210 -0.202
C 1.677011 -2.372994 1.550903 0.033 0.079 0.188
F 2.626422 -3.299850 1.805200 -0.092 0.135 -0.075
F 1.684487 -1.503536 2.587525 -0.001 -0.193 -0.073
C 2.043735 -1.585608 0.251975 -0.400 0.229 -0.130
F 0.918346 -1.225130 -0.392320 0.500 -0.069 0.231
F 2.683662 -0.448763 0.618423 -0.154 -0.188 -0.171
C 2.952841 -2.360874 -0.748938 -0.037 0.228 -0.353
F 2.734197 -1.849570 -1.977162 0.021 -0.054 0.145
F 2.638859 -3.658500 -0.770467 -0.014 0.082 0.044
C 4.483918 -2.205600 -0.468437 0.139 -0.423 -0.285
F 4.736486 -1.986953 0.829967 0.009 0.055 0.096
F 5.089482 -3.360222 -0.816772 -0.010 0.054 0.040
C 5.183163 -1.096007 -1.298622 0.471 0.278 -0.077
F 5.292529 -1.455465 -2.591835 -0.058 0.403 0.871
F 4.544295 0.079012 -1.197417 0.453 -0.563 -0.237
F 6.433505 -0.947088 -0.791282 -0.693 0.031 -0.464
H -3.215808 -4.796498 -4.759373 -0.305 0.104 0.123
H -3.048322 -6.189413 -5.804176 -0.170 -0.281 -0.154
H -3.265193 -6.408274 -4.043394 -0.287 -0.049 0.143
H -0.845389 -6.081622 -5.557125 0.246 -0.123 -0.150
H 0.339027 -4.452183 -4.332735 0.294 0.004 0.092
H -1.022339 -3.679914 -5.102524 -0.240 0.141 -0.153
H -4.175984 -3.564443 -0.010756 -0.003 -0.519 -0.176
H -4.554922 -1.958729 -0.526194 -0.295 0.171 -0.206
H -1.633229 -2.457688 -0.677088 0.040 -0.131 0.021
H -2.536036 -1.125206 -0.035186 0.110 0.303 -0.094
C 3.838977 2.049102 1.676023 0.097 0.025 0.046
C 4.154717 3.248865 2.554998 0.049 -0.138 -0.080
N 2.966496 3.851269 3.126975 -0.037 0.154 0.051
C 3.200426 5.156126 3.713334 0.030 0.167 -0.027
C 4.132853 5.248295 4.928139 -0.045 0.086 0.052
C 2.110001 2.952452 3.880793 -0.141 -0.219 -0.019
C 2.725321 2.191496 5.062196 -0.084 0.012 0.058
H 3.099324 2.305106 0.917177 -0.039 0.008 0.022
H 4.743591 1.711972 1.167769 0.006 -0.010 0.011
H 3.460754 1.210043 2.257531 -0.016 -0.021 -0.003
H 4.650014 4.005894 1.940502 -0.031 0.092 0.066
H 4.886509 2.945054 3.321536 0.027 0.000 -0.022
H 2.233151 5.594430 3.974067 -0.041 -0.080 0.025
H 3.605053 5.799334 2.924876 0.044 -0.067 -0.035
H 3.669024 4.851370 5.830149 0.023 -0.066 -0.004
H 4.374215 6.295328 5.125836 -0.003 0.002 -0.017
H 5.073475 4.722420 4.762326 -0.005 -0.028 -0.015
H 1.697608 2.217623 3.184660 0.058 0.006 -0.026
H 1.244791 3.520803 4.230362 0.052 0.104 0.004
H 3.677756 1.728897 4.799960 0.005 0.006 -0.024
H 2.049841 1.390616 5.369214 -0.004 -0.003 -0.017
H 2.881616 2.831076 5.930146 0.081 0.014 -0.013
C -3.212934 5.576453 -1.925843 -0.048 0.022 -0.006
C -3.258627 4.082933 -2.216843 -0.095 0.106 0.034
N -2.288685 3.327598 -1.453292 0.163 -0.073 -0.029
C -2.101449 1.966467 -1.935450 0.038 -0.172 -0.122
C -3.288480 1.002278 -1.861950 0.102 -0.132 -0.015
C -2.361711 3.486353 -0.013457 -0.017 0.161 0.184
C -3.690270 3.159410 0.681961 0.050 -0.028 0.102
H -2.200162 5.963353 -2.046915 0.025 -0.027 0.030
H -3.865848 6.108492 -2.619691 -0.016 -0.003 0.002
H -3.552615 5.808551 -0.915364 0.014 0.005 0.004
H -3.033031 3.936278 -3.276091 0.023 -0.112 0.003
H -4.289404 3.722964 -2.067858 -0.021 0.027 -0.039
H -1.252683 1.528613 -1.403371 -0.006 0.043 0.075
H -1.780859 2.030911 -2.979812 -0.042 0.082 -0.012
H -3.492686 0.686763 -0.838191 -0.079 0.079 0.007
H -3.062701 0.099752 -2.434630 -0.016 -0.011 0.001
H -4.199791 1.431706 -2.279135 -0.010 0.021 0.006
H -2.099619 4.521335 0.227221 -0.034 0.011 -0.050
H -1.566251 2.886278 0.434319 0.005 -0.085 -0.082
H -4.541795 3.615418 0.174516 0.006 0.003 -0.027
H -3.672713 3.548927 1.702730 0.012 0.006 -0.006
H -3.866743 2.087558 0.750012 -0.051 -0.005 -0.068
```
Positions in Å, forces in eV/Å.

These are the Löwdin partial charges, in e, on atoms 1 to 8: atom 1 (C): -0.028, atom 2 (C): -0.418, atom 3 (F): -0.010, atom 4 (C): -0.187, atom 5 (S): 0.516, atom 6 (O): -0.304, atom 7 (O): -0.350, atom 8 (N): -0.321

Density functional theory data (wB97M-V/def2-TZVPD) for a molecular structure, C12H4Cl8InN3STe4.

Summary:
LUMO: -1.05 eV
Gap between HOMO and LUMO: 0.209 Eh
HOMO: -6.7 eV
ΔE to the lowest compared entry with this formula, charge and spin: 164.3 kJ/mol
Total charge: 0
Calculated total energy: -5965.85363 hartree

```
33
Properties=species:S:1:pos:R:3:forces:R:3
In 2.036480 0.611305 0.307837 0.032 0.104 -0.017
Te 1.354181 1.275821 3.490054 -0.169 0.097 0.078
Te 2.800763 3.603962 3.383579 0.184 -0.127 -0.048
Te 5.027204 2.164469 4.115241 -0.226 -0.010 0.007
Te 3.632334 -0.186915 3.345193 0.122 0.075 -0.032
N 1.638275 -1.684562 2.551443 0.123 0.040 -0.091
C 1.202236 -1.389932 1.384765 0.024 -0.100 0.174
H 1.328082 -2.579807 2.940995 -0.008 0.003 0.001
Cl -1.142603 6.573753 -0.076832 0.044 -0.077 -0.035
C -0.156111 5.298441 -0.816903 0.028 0.234 -0.083
Cl 1.546845 5.773583 -0.830388 -0.051 -0.034 0.005
Cl -0.718081 4.975660 -2.467523 0.014 0.005 0.042
C -0.296341 4.076552 -0.034156 0.037 -0.156 0.012
N -0.385759 3.096131 0.552459 -0.079 -0.008 0.109
Cl 2.255992 -2.525806 -1.100776 0.057 -0.041 -0.014
C 0.661471 -2.865826 -0.530077 -0.033 -0.035 -0.086
C 0.273642 -2.315508 0.686641 -0.036 0.008 0.012
C -1.029089 -2.540661 1.120271 -0.022 -0.032 -0.031
Cl -1.578006 -1.799802 2.586445 0.021 -0.003 0.014
C -1.925629 -3.285654 0.355980 0.039 -0.003 -0.018
Cl -3.543011 -3.510989 0.887467 -0.022 0.007 0.013
C -1.508566 -3.839607 -0.851871 0.005 -0.003 -0.029
Cl -2.604584 -4.758834 -1.803108 0.005 -0.001 0.008
C -0.201272 -3.634475 -1.297993 -0.088 0.024 0.066
Cl 0.317265 -4.306949 -2.788226 0.021 0.002 -0.023
S -2.702065 0.424972 -1.791859 0.032 0.041 -0.038
C -1.470477 0.695444 -2.949826 0.027 -0.059 0.039
C -0.254716 0.580009 -2.357460 -0.073 0.008 -0.108
N -0.286083 0.288920 -1.020072 0.060 -0.016 0.066
C -1.509486 0.186824 -0.594904 -0.051 0.040 0.027
H -1.689976 0.907469 -3.982055 -0.022 -0.004 -0.006
H 0.699393 0.698937 -2.849754 0.005 0.007 -0.001
H -1.772309 -0.006927 0.435414 -0.001 0.012 -0.010
```
Positions in Å, forces in eV/Å.

These are the Löwdin partial charges, in e, on atoms 1 to 8: atom 1 (In): 0.413, atom 2 (Te): 0.107, atom 3 (Te): -0.012, atom 4 (Te): -0.010, atom 5 (Te): 0.220, atom 6 (N): -0.203, atom 7 (C): -0.547, atom 8 (H): 0.067

Density functional theory data (wB97M-V/def2-TZVPD) for a single C3H6N2OS molecule in a non-equilibrium geometry.

Summary:
LUMO: -0.21 eV
Gap between HOMO and LUMO: 0.305 Eh
SMILES: CN/N=C\C(O)=S
HOMO: -8.5 eV
ΔE to the lowest compared entry with this formula, charge and spin: 231.7 kJ/mol
Total charge: 0
Calculated total energy: -700.80095 hartree

```
13
Properties=species:S:1:pos:R:3:forces:R:3
C 2.339565 0.067068 0.052952 -0.396 0.195 0.599
C -1.065383 -1.073957 -0.037261 -0.199 -0.485 -0.032
C -2.054396 0.015172 -0.030697 0.251 -0.797 0.056
H 2.690041 -0.880419 -0.303978 0.095 -0.490 -0.257
H 2.652968 0.162236 1.103584 -0.188 0.023 -0.165
H 2.812760 0.853938 -0.512648 0.069 0.288 -0.236
H 0.403227 0.959212 -0.017788 -0.632 1.511 0.158
H -1.454634 -2.107997 -0.013747 0.095 0.902 -0.041
H -2.263257 1.877291 -0.021274 0.152 -0.134 -0.023
N 0.895763 0.121739 -0.111766 1.069 -1.429 -0.139
N 0.231228 -1.006373 -0.067648 -0.224 0.036 0.080
O -1.518961 1.248766 -0.047874 -0.198 0.276 0.011
S -3.668927 -0.236674 0.008147 0.107 0.103 -0.010
```
Positions in Å, forces in eV/Å.

These are the Löwdin partial charges, in e, on atoms 1 to 8: atom 1 (C): -0.061, atom 2 (C): -0.187, atom 3 (C): -0.878, atom 4 (H): 0.072, atom 5 (H): 0.082, atom 6 (H): 0.073, atom 7 (H): 0.087, atom 8 (H): 0.103

Density functional theory data (wB97M-V/def2-TZVPD) for a gas-phase ion, C8H11N3 (charge +2) in a non-equilibrium geometry.

Summary:
LUMO: -9.50 eV
Gap between HOMO and LUMO: 0.308 Eh
SMILES: C=C=C=[N+](C)/C(C#N)=C(\C)[NH3+]
HOMO: -17.9 eV
ΔE to the lowest compared entry with this formula, charge and spin: 321.8 kJ/mol
Total charge: +2
Calculated total energy: -474.88349 hartree

```
22
Properties=species:S:1:pos:R:3:forces:R:3
C 2.639369 0.440661 0.330779 -0.103 0.767 -0.677
C 1.417387 0.667024 0.097552 2.403 -0.969 0.944
C -2.123119 0.912431 0.393550 -1.130 0.860 0.678
C 3.947884 0.522356 0.513637 0.249 0.289 0.935
C -0.938953 0.231293 0.181102 1.322 -3.306 -1.631
C -1.027378 -1.111602 -0.101665 -0.392 1.604 0.425
C -0.061039 -2.058442 -0.672445 1.886 1.175 0.554
C -0.123097 2.519727 -0.222974 -1.358 -1.455 -0.345
N -3.144148 1.408794 0.543430 -0.606 0.123 0.101
N 0.223920 1.029102 0.013084 -1.898 1.751 -0.003
N -2.387890 -1.725498 0.190060 1.376 1.039 0.093
H 4.441978 1.466133 0.767312 -0.614 0.377 -0.687
H 4.705828 -0.231864 0.650980 -0.465 -0.978 -0.168
H 0.761936 -2.436859 -0.086611 -0.199 -0.215 1.602
H 0.630146 -1.666476 -1.390801 -0.251 1.119 -1.099
H -0.444385 -2.903620 -1.116322 -1.480 -1.840 -1.006
H 0.764865 3.033968 -0.201035 2.333 1.030 -0.621
H -0.622908 2.941619 0.660001 -0.646 -0.532 -0.542
H -0.629643 2.530754 -1.233162 0.351 0.424 1.432
H -2.161516 -2.720509 0.169425 -0.780 -0.335 0.994
H -3.083520 -1.577913 -0.534835 -0.209 0.283 -0.626
H -2.785725 -1.271074 1.048945 0.215 -1.211 -0.352
```
Positions in Å, forces in eV/Å.

These are the Löwdin partial charges, in e, on atoms 1 to 8: atom 1 (C): 0.066, atom 2 (C): 0.033, atom 3 (C): -0.195, atom 4 (C): 0.212, atom 5 (C): -0.139, atom 6 (C): -0.103, atom 7 (C): 0.008, atom 8 (C): 0.097